Record 1
ORCA calculation (ωB97M-V/def2-TZVPD) on C23H45O22Zr as an isolated structure at a distorted geometry.

```
91
C23H45O22Zr | the OMol25 dataset | ωB97M-V/def2-TZVPD
Zr 3.473 -0.094 1.448
C 0.411 0.134 -0.100
O 1.601 0.104 0.634
H 0.579 0.220 -1.179
H -0.165 -0.769 0.143
H -0.217 0.983 0.193
C -0.126 -1.211 -4.968
C -1.518 -1.462 -4.439
C -1.847 -0.615 -3.202
O -3.178 -0.192 -3.430
C -3.537 -0.426 -4.723
O -4.487 0.018 -5.244
O -2.506 -1.034 -5.372
H -0.022 -0.212 -5.386
H 0.130 -1.926 -5.750
H 0.550 -1.326 -4.117
H -1.675 -2.505 -4.155
H -1.231 0.283 -3.173
H -1.765 -1.217 -2.296
C -0.304 1.381 3.539
O 0.107 0.344 4.431
C 1.192 -0.300 4.244
O 2.022 -0.103 3.317
O 1.341 -1.168 5.186
C 2.607 -1.858 5.352
H -0.396 2.351 4.021
H -1.267 1.142 3.094
H 0.395 1.506 2.707
H 2.624 -2.682 4.643
H 2.583 -2.182 6.391
H 3.449 -1.161 5.373
C 3.187 -0.896 -4.171
O 3.442 -0.555 -2.783
C 3.453 -1.426 -1.865
O 3.612 -1.086 -0.670
O 3.282 -2.624 -2.269
C 3.271 -3.761 -1.395
H 2.918 -1.935 -4.317
H 4.044 -0.706 -4.814
H 2.355 -0.293 -4.520
H 3.148 -4.699 -1.927
H 2.370 -3.735 -0.771
H 4.147 -3.788 -0.750
C -5.372 -3.164 -1.865
O -4.490 -3.363 -0.747
C -3.244 -3.707 -1.038
O -2.687 -3.574 -2.092
O -2.725 -4.200 0.089
C -1.323 -4.418 0.141
H -6.066 -2.350 -1.666
H -5.973 -4.052 -2.043
H -4.795 -2.861 -2.733
H -0.916 -4.854 -0.769
H -1.149 -4.998 1.039
H -0.879 -3.415 0.239
C -3.964 1.904 6.038
O -3.260 1.188 4.988
C -3.968 0.657 4.009
O -5.150 0.661 3.924
O -3.158 0.042 3.142
C -3.679 -0.548 1.950
H -3.269 1.858 6.873
H -4.883 1.377 6.262
H -4.022 2.952 5.758
H -4.502 -1.246 2.059
H -2.792 -1.022 1.527
H -3.951 0.241 1.243
C 3.561 2.740 4.879
O 3.029 3.658 3.900
C 2.822 3.227 2.709
O 2.999 2.063 2.270
O 2.300 4.182 2.021
C 1.591 3.906 0.799
H 3.246 1.713 4.677
H 3.226 3.002 5.874
H 4.647 2.727 4.780
H 0.815 3.152 0.944
H 2.295 3.570 0.042
H 1.079 4.818 0.518
C -0.790 3.363 -2.110
O 0.588 3.669 -2.257
C 1.378 2.987 -3.072
O 1.033 2.013 -3.679
O 2.543 3.579 -3.107
C 3.610 3.112 -3.925
H -1.252 3.005 -3.025
H -1.256 4.266 -1.724
H -0.991 2.623 -1.325
H 4.576 3.300 -3.466
H 3.547 3.662 -4.861
H 3.568 2.042 -4.122
```

## Properties
- Spin multiplicity: 1
- HOMO level: -16.06 eV
- HOMO-LUMO gap: 0.1031 Eh
- LUMO energy: -0.487 hartree
- Charge: +3


Record 2
ORCA calculation (ωB97M-V/def2-TZVPD) on C6H8O2 as an isolated structure at a distorted geometry.

```
16
C6H8O2 | the OMol25 dataset | ωB97M-V/def2-TZVPD
C 0.856 -0.659 1.899
C -0.172 -0.356 0.759
C -0.563 0.692 -0.040
C -0.847 2.216 -0.429
C -0.704 -0.934 -0.344
C 0.191 -1.571 -1.179
H 1.843 -0.730 1.030
H 0.816 -1.899 2.491
H 0.624 0.308 2.568
H -2.004 2.406 -0.063
H -0.170 2.981 0.062
H -0.840 2.235 -1.746
H -1.669 -1.461 -0.118
H 1.455 0.347 -1.511
O 1.322 -0.976 -1.561
O -0.139 -2.600 -1.820
```

## Properties
- Spin multiplicity: 1
- HOMO level: -9.13 eV
- ΔE to the lowest compared entry with this formula, charge and spin: 813.9 kJ/mol
- HOMO-LUMO gap: 0.3197 Eh
- LUMO energy: -0.016 hartree
- Charge: 0


Record 3
ORCA calculation (ωB97M-V/def2-TZVPD) on C7H12 in the gas phase.

```
19
C7H12 | the OMol25 dataset | ωB97M-V/def2-TZVPD
C 1.429 -1.475 1.451
C 0.653 -1.117 0.185
C 1.364 -0.162 -0.752
C 0.541 0.762 -1.243
C -0.884 0.537 -0.778
C -1.720 1.784 -0.495
C -0.665 -0.363 0.455
H 1.669 -0.574 2.028
H 0.839 -2.140 2.092
H 2.370 -1.986 1.215
H 0.437 -2.048 -0.362
H 2.415 -0.268 -1.007
H 0.811 1.533 -1.961
H -1.395 -0.040 -1.562
H -1.274 2.403 0.293
H -2.727 1.500 -0.164
H -1.828 2.404 -1.392
H -1.510 -1.028 0.660
H -0.525 0.278 1.339
```

## Properties
- Spin multiplicity: 1
- HOMO level: -9.11 eV
- ΔE to the lowest compared entry with this formula, charge and spin: 9.6 kJ/mol
- HOMO-LUMO gap: 0.3813 Eh
- LUMO energy: 0.046 hartree
- Charge: 0


Record 4
ORCA calculation (ωB97M-V/def2-TZVPD) on C3H3NO2 in the gas phase at a distorted geometry.

```
9
C3H3NO2 | the OMol25 dataset | ωB97M-V/def2-TZVPD
O -1.578 0.988 0.882
C -0.527 0.473 0.254
C -0.426 -0.711 -0.421
N 0.927 -0.931 -0.644
C 1.519 0.088 -0.146
O 0.680 1.012 0.429
H -1.998 0.016 0.735
H -1.167 -1.263 -0.984
H 2.569 0.328 -0.106
```

## Properties
- Spin multiplicity: 1
- HOMO level: -8.88 eV
- ΔE to the lowest compared entry with this formula, charge and spin: 208.9 kJ/mol
- HOMO-LUMO gap: 0.3474 Eh
- LUMO energy: 0.021 hartree
- Charge: 0


Record 5
ORCA calculation (ωB97M-V/def2-TZVPD) on C7H9N in the gas phase at a distorted geometry.

```
17
C7H9N | the OMol25 dataset | ωB97M-V/def2-TZVPD
C -0.764 1.764 0.932
C 0.102 0.715 0.288
C 1.408 0.429 0.684
C 2.028 -0.743 0.164
C 1.258 -1.701 -0.530
C -0.077 -1.456 -0.934
C -0.603 -0.279 -0.471
N -1.929 0.167 -0.668
H -0.075 2.302 1.555
H -1.376 2.309 0.195
H -1.499 1.346 1.679
H 2.020 0.893 1.516
H 3.089 -0.969 0.295
H 1.734 -2.721 -0.907
H -0.679 -2.171 -1.425
H -2.549 -0.609 -0.857
H -2.089 0.722 -1.517
```

## Properties
- Spin multiplicity: 1
- HOMO level: -8.40 eV
- ΔE to the lowest compared entry with this formula, charge and spin: 98.3 kJ/mol
- HOMO-LUMO gap: 0.3474 Eh
- LUMO energy: 0.039 hartree
- Charge: 0


Record 6
ORCA calculation (ωB97M-V/def2-TZVPD) on C7H18I3MoOP2 as an isolated structure at a distorted geometry.

```
32
C7H18I3MoOP2 | the OMol25 dataset | ωB97M-V/def2-TZVPD
I -0.635 -0.997 -3.227
I 0.149 3.503 -0.026
Mo -0.046 0.428 -0.390
P -2.331 0.065 0.008
C -3.110 -0.010 -1.606
C -2.826 -1.437 0.998
H -3.904 -1.431 1.093
H -4.182 1.293 0.861
H -2.371 -1.334 1.981
H -2.655 1.583 1.784
H -2.599 -0.763 -2.262
H -2.506 -2.389 0.560
C -3.104 1.506 0.802
H -4.128 -0.310 -1.347
H -2.931 2.457 0.255
H -3.032 0.963 -2.065
P 2.345 0.136 0.089
C 3.171 0.051 -1.520
C 3.169 1.562 0.875
H 2.384 -1.296 2.029
H 3.925 -1.415 1.165
H 2.513 -2.339 0.598
C 2.842 -1.362 1.033
H 2.716 1.645 1.881
H 4.238 1.375 0.968
H 4.213 -0.208 -1.239
H 3.103 1.017 -2.020
H 2.998 2.520 0.374
H 2.715 -0.733 -2.149
C -0.101 -1.637 -0.794
O -0.015 -2.817 -1.076
I -0.003 0.372 2.368
```

## Properties
- Spin multiplicity: 3
- HOMO level (alpha / beta): -19.76 / -19.49 eV
- ΔE to the lowest compared entry with this formula, charge and spin: 171.5 kJ/mol
- HOMO-LUMO gap (alpha / beta): 0.2020 / 0.1837 Eh
- ⟨S²⟩: 2.0899
- LUMO energy (alpha / beta): -0.524 / -0.533 hartree
- Charge: +3